1.
Below is C32H42CuGeN4OSi as an isolated structure in a non-equilibrium geometry, with properties calculated with ωB97M-V with the def2-TZVPD basis set.

## Properties
**Orbital gap (spin up / spin down)**: 3.9 / 3.4 eV
**Total charge**: -2
**Energy above the lowest of the compared OMol25 structures with the same formula, charge and spin**: 34.3 kcal per mole
**Spin multiplicity**: 2

```
82
Properties=species:S:1:pos:R:3:forces:R:3:mulliken_charge:R:1
Cu 0.638 -0.208 -0.870 1.0 -0.3 1.7 -0.8373
C 0.215 -0.218 1.014 -0.3 -0.2 -0.2 -0.1032
Ge -0.580 -1.798 1.713 0.0 0.6 0.2 1.2166
C -2.599 -1.838 1.529 0.5 -0.1 -0.3 -0.0485
C -3.220 -0.627 1.819 0.2 0.3 0.2 -0.5639
C -4.556 -0.402 1.556 -0.3 0.1 -0.1 -0.6015
C -5.312 -1.396 0.949 -0.2 0.1 0.0 -0.3246
C -4.721 -2.615 0.666 -0.4 -0.2 0.0 -0.6828
C -3.389 -2.836 0.970 0.2 -0.1 0.1 0.0349
C -0.505 -1.810 3.736 0.0 -0.3 -0.3 -0.4258
C 0.143 -0.816 4.455 0.1 0.2 -0.2 -0.5311
C 0.174 -0.832 5.839 0.1 0.0 0.3 -0.4289
C -0.450 -1.859 6.534 0.0 0.2 0.2 -0.2725
C -1.117 -2.849 5.833 -0.1 -0.3 0.2 -0.6218
C -1.137 -2.821 4.451 0.0 0.0 -0.1 -0.1300
C 0.083 -3.681 1.337 0.2 0.5 -0.2 0.2514
C 1.278 -4.065 1.950 -0.2 0.2 0.3 -0.6200
C 2.035 -5.121 1.484 0.2 -0.4 0.0 -0.7230
C 1.605 -5.854 0.385 0.1 -0.1 0.0 -0.3101
C 0.424 -5.492 -0.246 0.1 -0.4 -0.2 -0.8785
C -0.301 -4.411 0.211 -0.3 0.1 0.2 0.1690
H -2.603 0.160 2.235 0.0 0.1 0.0 0.3205
H -5.014 0.553 1.795 0.1 0.0 0.0 0.3608
H -6.352 -1.218 0.692 0.0 0.0 0.0 0.3473
H -5.315 -3.396 0.199 0.0 0.0 0.0 0.3504
H -2.957 -3.806 0.762 0.0 -0.1 -0.1 0.3250
H 0.623 -0.021 3.897 0.0 0.1 -0.1 0.3712
H 0.690 -0.051 6.388 0.0 0.0 0.0 0.3614
H -0.420 -1.881 7.619 0.0 0.0 0.0 0.3260
H -1.617 -3.649 6.372 0.0 0.0 0.0 0.3357
H -1.657 -3.596 3.902 -0.1 -0.2 0.0 0.2678
H 1.623 -3.499 2.811 0.0 0.0 0.0 0.2953
H 2.972 -5.384 1.970 -0.1 0.0 0.0 0.3510
H 2.194 -6.687 0.016 0.0 0.0 0.0 0.3374
H 0.081 -6.061 -1.105 0.0 0.1 0.0 0.3551
H -1.192 -4.119 -0.325 -0.1 0.1 -0.1 0.0931
C 4.463 0.242 -3.837 -0.2 -0.1 0.4 -1.2093
Si 3.698 0.189 -2.065 1.4 0.3 0.1 0.1316
C 4.818 -1.040 -1.096 -0.3 0.3 -0.3 -1.1014
C 4.115 1.945 -1.389 -0.2 -0.4 -0.1 -0.7495
O 2.193 -0.205 -2.014 -0.2 -0.1 -0.6 -0.0953
H 5.446 0.712 -3.833 0.2 0.1 0.1 0.3194
H 3.832 0.808 -4.516 -0.2 0.1 -0.1 0.2820
H 4.582 -0.756 -4.253 0.0 -0.3 -0.1 0.2944
H 5.881 -0.805 -1.123 0.2 0.1 -0.1 0.3196
H 4.689 -2.047 -1.488 -0.1 -0.2 -0.1 0.2986
H 4.502 -1.064 -0.057 -0.1 0.0 0.2 0.2621
H 5.163 2.228 -1.483 0.2 -0.1 0.0 0.4598
H 3.837 2.026 -0.343 -0.1 0.0 0.3 0.1833
H 3.527 2.685 -1.924 -0.2 0.1 -0.2 -0.0186
C -0.121 3.977 -3.797 -0.1 0.1 -0.1 -0.7637
N 0.180 4.812 -2.645 -0.1 -0.1 0.0 0.0712
C 1.243 5.752 -2.942 -0.1 0.1 0.0 -1.1772
C 0.470 4.009 -1.498 -0.2 0.5 0.3 0.3439
N 0.776 2.813 -1.695 0.2 -0.7 -0.4 -0.2011
N 0.400 4.705 -0.285 0.2 -0.1 -0.2 0.1893
C 0.727 3.926 0.896 0.1 -0.1 0.0 -0.9220
C -0.691 5.630 -0.082 0.0 0.1 -0.1 -1.2133
H -0.509 4.608 -4.600 0.0 0.1 0.0 0.2849
H -0.869 3.246 -3.505 0.0 0.0 -0.2 0.2492
H 0.755 3.421 -4.147 0.0 0.0 0.0 0.2924
H 2.180 5.244 -3.205 0.1 -0.1 0.0 0.3182
H 1.426 6.382 -2.075 0.0 0.1 0.0 0.3527
H 0.942 6.375 -3.787 0.0 0.1 0.0 0.3861
H 0.909 2.175 -0.918 0.0 0.1 0.4 -0.2153
H -0.036 3.176 1.142 0.1 0.0 0.0 0.4192
H 0.846 4.616 1.735 0.0 -0.1 0.0 0.2867
H 1.667 3.403 0.731 0.0 0.0 0.1 0.1883
H -0.898 6.153 -1.012 -0.1 0.0 0.0 0.4046
H -0.410 6.357 0.686 0.0 0.0 0.0 0.3530
H -1.604 5.116 0.249 -0.1 0.0 0.0 0.3186
C -3.718 -0.801 -2.115 0.7 0.1 0.1 -0.2708
C -3.211 0.479 -1.883 -0.9 -0.5 -0.3 -0.9518
C -1.856 0.671 -1.813 0.9 -0.2 0.0 -0.0234
N -0.941 -0.328 -1.904 -2.0 -0.2 -0.9 0.3952
C -1.447 -1.566 -2.143 0.7 0.5 0.1 -0.2282
C -2.785 -1.839 -2.229 -0.9 0.2 -0.2 -0.6366
H -4.779 -0.982 -2.204 -0.1 0.0 0.1 0.4147
H -3.886 1.320 -1.781 0.1 0.1 0.0 0.3913
H -1.436 1.656 -1.663 0.0 0.0 0.1 0.3859
H -0.713 -2.359 -2.236 0.0 0.0 0.1 0.4522
H -3.120 -2.855 -2.398 0.1 0.0 0.0 0.3630
```
Positions in Å, forces in eV/Å.


2.
Below is C32H42F5N5O7SSi3TeTi as an isolated structure, with properties calculated with ωB97M-V with the def2-TZVPD basis set.

## Properties
**Orbital gap (spin up / spin down)**: 4.0 / 5.8 eV
**Total charge**: -2
**Energy above the lowest of the compared OMol25 structures with the same formula, charge and spin**: 36.2 kcal per mole
**Spin multiplicity**: 3

```
97
Properties=species:S:1:pos:R:3:forces:R:3:mulliken_charge:R:1
Ti -1.399 -0.664 -0.404 0.1 -0.4 0.3 0.1100
F 4.722 3.372 -0.952 0.0 0.0 0.0 -0.3790
C 4.007 2.776 -1.926 0.0 0.0 0.0 0.2078
C 2.972 1.914 -1.618 0.0 0.0 0.0 -0.2519
F 2.684 1.668 -0.326 0.0 0.0 0.0 -0.1551
C 2.245 1.307 -2.623 0.0 0.0 0.1 -0.4840
F 1.266 0.476 -2.225 0.0 0.0 -0.1 0.4085
C 2.491 1.505 -3.992 0.0 0.0 0.0 -0.0409
S 1.589 0.729 -5.243 0.0 0.0 0.0 -0.5368
C 3.548 2.393 -4.248 0.0 0.0 0.0 0.4819
F 3.894 2.677 -5.515 0.0 0.0 0.0 -0.3806
C 4.288 3.009 -3.258 0.0 0.0 0.0 0.3946
F 5.291 3.849 -3.581 0.0 0.0 0.0 -0.3343
O -4.611 -2.192 1.417 0.0 0.0 0.0 -0.6823
C -3.735 -1.390 1.212 0.0 0.0 0.1 0.0990
O -2.607 -1.725 0.561 -0.1 -0.1 0.0 -0.5077
C -3.745 0.019 1.724 0.0 0.0 0.0 0.8874
C -4.373 0.325 2.912 0.0 0.0 0.0 -0.7073
C -4.194 1.600 3.500 0.0 0.0 -0.1 -0.7292
C -3.268 2.500 2.933 0.0 0.0 0.0 -0.7095
C -2.653 2.170 1.735 0.0 0.0 0.0 0.2714
C -2.972 0.983 1.061 0.0 0.0 0.0 0.1933
O -2.509 0.739 -0.200 -0.3 0.2 -0.1 -0.2715
N -1.621 2.996 1.222 0.0 0.0 0.0 0.7416
O -0.604 2.285 0.518 0.0 0.0 0.0 -0.1982
O -1.316 4.107 1.671 0.0 0.0 0.0 -0.7350
N -4.836 1.921 4.678 0.3 -0.2 0.2 0.8747
O -4.563 3.031 5.237 -0.1 0.1 -0.1 -0.7942
O -5.583 1.051 5.228 -0.1 0.0 -0.1 -0.7943
H -4.969 -0.414 3.427 0.0 0.0 0.0 0.5421
H -3.023 3.414 3.450 0.0 0.0 0.0 0.5908
C 0.061 -4.427 -0.107 0.0 0.1 0.0 -0.9608
C -0.047 -3.735 -1.429 0.0 0.0 0.0 0.2914
C 0.425 -4.299 -2.598 0.0 0.0 0.0 -0.6708
C 0.318 -3.569 -3.786 0.0 0.0 0.0 -0.6762
C -0.291 -2.339 -3.807 0.0 0.0 0.1 -0.8280
C -0.802 -1.847 -2.595 0.1 0.1 -0.1 0.6710
N -0.632 -2.532 -1.440 0.1 0.2 0.0 0.4771
N -1.459 -0.675 -2.374 -0.1 0.1 0.1 1.2863
Si -2.410 0.385 -3.405 0.1 0.0 0.0 0.1171
C -1.829 2.135 -3.170 0.0 0.0 0.0 -0.5902
C -4.201 0.163 -2.893 0.0 0.0 0.0 -0.9887
C -2.286 -0.057 -5.220 0.0 0.0 0.0 -1.1447
H 0.257 -5.491 -0.241 0.0 0.0 0.0 0.4668
H -0.858 -4.292 0.464 0.0 0.0 0.0 0.1832
H 0.871 -3.990 0.482 0.0 0.0 0.0 -0.1243
H 0.886 -5.277 -2.577 0.0 0.0 0.0 0.4113
H 0.733 -3.971 -4.703 0.0 0.0 0.0 0.4202
H -0.327 -1.732 -4.695 0.0 0.0 0.0 0.3500
H -1.911 2.457 -2.130 0.0 0.0 0.0 0.0974
H -2.414 2.813 -3.797 0.0 0.0 0.0 0.4384
H -0.784 2.201 -3.487 0.0 0.0 0.0 0.0838
H -4.347 0.447 -1.852 0.0 0.0 0.0 0.1235
H -4.505 -0.881 -3.005 0.0 0.0 0.0 0.2748
H -4.866 0.777 -3.508 0.0 0.0 0.0 0.3791
H -1.265 0.065 -5.584 0.0 0.0 0.0 0.2070
H -2.916 0.655 -5.763 0.0 0.0 0.0 0.3273
H -2.646 -1.064 -5.441 0.0 0.0 0.0 0.3177
C 0.412 1.648 2.622 0.0 0.0 0.0 -0.4095
C -0.068 1.216 1.271 0.0 0.0 0.0 0.0449
N -0.033 0.070 0.761 0.0 -0.1 -0.2 0.4227
H 0.997 2.563 2.536 0.0 0.0 0.0 0.3795
H 0.985 0.855 3.093 0.0 0.0 0.0 -0.7916
H -0.454 1.864 3.253 0.0 0.0 0.0 0.4655
C 3.104 -2.065 -0.751 0.0 0.0 0.0 -0.2187
Si 4.137 -1.743 0.774 0.1 0.0 0.1 0.2680
C 5.597 -0.634 0.364 0.0 0.0 0.0 -0.9571
C 4.808 -3.374 1.435 0.0 0.0 0.0 -1.1906
C 3.107 -0.883 2.086 0.0 0.0 -0.1 -0.1097
Te 1.443 -2.037 2.795 0.0 0.0 0.1 -0.1055
C 2.548 -2.850 4.469 0.0 -0.1 -0.1 -0.7051
Si 2.380 -1.796 6.002 -0.1 0.1 0.1 0.2560
C 0.594 -1.762 6.556 0.0 0.0 0.0 -0.9855
C 3.427 -2.533 7.386 0.0 0.0 0.0 -1.0660
C 2.980 -0.050 5.676 0.0 0.0 0.0 -0.6821
H 2.995 -3.133 -0.955 0.0 0.0 0.0 0.4224
H 3.541 -1.601 -1.638 0.0 0.0 0.0 0.5028
H 2.103 -1.644 -0.632 0.0 0.0 0.0 -0.6460
H 6.226 -1.083 -0.409 0.0 0.0 0.0 0.3250
H 6.220 -0.449 1.243 0.0 0.0 0.0 0.2992
H 5.248 0.331 -0.009 0.0 0.0 0.0 0.1315
H 5.426 -3.855 0.673 0.0 0.0 0.0 0.3357
H 3.990 -4.056 1.681 0.0 0.0 0.0 0.2991
H 5.424 -3.237 2.328 0.0 0.0 0.0 0.2948
H 2.676 0.022 1.654 0.0 0.0 0.0 -0.2710
H 3.686 -0.587 2.963 0.0 0.0 0.0 0.4289
H 3.584 -2.961 4.145 0.0 0.0 0.0 0.1491
H 2.159 -3.856 4.644 0.0 0.0 0.0 0.5218
H 0.227 -2.770 6.767 0.0 0.0 0.0 0.3038
H -0.047 -1.326 5.788 0.0 0.0 0.0 0.3142
H 0.478 -1.168 7.466 0.0 0.0 0.0 0.3139
H 3.110 -3.552 7.616 0.0 0.0 0.0 0.2930
H 3.344 -1.942 8.302 0.0 0.0 0.0 0.2816
H 4.483 -2.567 7.104 0.0 0.0 0.0 0.2898
H 2.398 0.417 4.879 0.0 0.0 0.0 0.0726
H 4.033 -0.034 5.384 0.0 0.0 0.0 0.2808
H 2.873 0.565 6.573 0.0 0.0 0.0 0.3903
```
Positions in Å, forces in eV/Å.


3.
Below is C32H42F5N5O7SSi3TeTi as an isolated structure, with properties calculated with ωB97M-V with the def2-TZVPD basis set.

## Properties
**Orbital gap (spin up / spin down)**: 4.0 / 5.5 eV
**Total charge**: -2
**Energy above the lowest of the compared OMol25 structures with the same formula, charge and spin**: 47.6 kcal per mole
**Spin multiplicity**: 3

```
97
Properties=species:S:1:pos:R:3:forces:R:3:mulliken_charge:R:1
Ti 1.054 -0.195 -1.471 0.3 0.4 -0.2 -0.0057
F -3.246 -4.598 1.805 0.0 0.0 0.1 -0.3534
C -2.885 -4.547 0.509 0.0 0.0 -0.1 0.0683
C -2.315 -3.405 -0.021 0.0 -0.1 0.0 -0.4684
F -2.130 -2.337 0.782 0.0 -0.1 0.1 -0.1354
C -1.945 -3.364 -1.350 -0.1 -0.2 0.0 -0.2252
F -1.391 -2.227 -1.788 0.1 0.3 -0.1 0.3362
C -2.126 -4.430 -2.244 -0.1 -0.1 0.0 -0.1519
S -1.700 -4.347 -3.915 0.0 0.0 0.0 -0.5377
C -2.699 -5.568 -1.652 0.0 0.1 0.0 0.4513
F -2.923 -6.668 -2.388 0.0 -0.1 -0.1 -0.3628
C -3.067 -5.635 -0.323 0.0 0.1 0.0 0.4141
F -3.611 -6.760 0.175 -0.1 -0.1 0.0 -0.3391
O 4.458 1.864 -1.497 0.0 0.0 0.1 -0.6894
C 3.697 1.012 -1.109 0.1 0.0 0.0 0.1515
O 2.367 1.122 -1.292 0.0 0.0 0.0 -0.5613
C 4.109 -0.198 -0.327 0.0 0.0 0.0 0.8686
C 5.180 -0.148 0.537 0.0 0.0 0.0 -0.7587
C 5.419 -1.223 1.425 -0.1 0.1 0.1 -0.6112
C 4.485 -2.278 1.510 0.0 0.0 0.0 -0.6269
C 3.419 -2.310 0.623 0.1 0.1 0.0 0.2159
C 3.288 -1.335 -0.375 0.0 0.1 0.1 0.0931
O 2.342 -1.431 -1.346 0.0 -0.1 -0.2 -0.2843
N 2.394 -3.273 0.786 0.0 0.1 -0.1 0.6039
O 1.102 -2.819 0.391 -0.1 0.0 0.0 -0.0682
O 2.433 -4.216 1.581 0.0 -0.2 0.1 -0.7245
N 6.507 -1.192 2.277 0.3 -0.3 -0.5 0.8764
O 6.702 -2.182 3.051 -0.1 0.1 0.2 -0.7969
O 7.346 -0.244 2.168 -0.1 0.2 0.1 -0.7965
H 5.818 0.722 0.578 0.0 0.0 0.0 0.5437
H 4.588 -3.024 2.281 0.0 0.0 0.0 0.5752
C -0.971 3.529 -1.575 0.0 0.0 0.0 -1.0921
C -1.146 2.473 -2.622 0.0 0.1 0.0 0.4615
C -2.067 2.625 -3.644 0.0 0.0 0.0 -0.7910
C -2.192 1.610 -4.593 0.0 0.0 0.0 -0.6451
C -1.370 0.511 -4.546 -0.1 0.1 0.0 -0.9514
C -0.405 0.453 -3.525 -0.1 -0.1 0.1 0.0895
N -0.353 1.397 -2.558 0.0 -0.3 0.1 0.6138
N 0.520 -0.538 -3.347 -0.1 0.0 0.0 1.6459
Si 1.356 -1.331 -4.681 0.1 -0.2 0.1 0.3913
C 2.220 -2.858 -4.071 0.0 0.0 0.0 -0.9346
C 2.586 -0.070 -5.335 0.0 -0.1 0.0 -1.1780
C 0.199 -1.829 -6.067 0.0 0.0 0.0 -1.3330
H -1.416 4.468 -1.902 0.0 0.0 0.0 0.4968
H 0.088 3.676 -1.361 0.0 0.0 0.0 0.1714
H -1.437 3.220 -0.638 0.0 0.0 0.0 -0.1317
H -2.681 3.515 -3.687 0.0 0.0 0.0 0.3891
H -2.943 1.686 -5.371 0.0 0.0 0.0 0.4433
H -1.468 -0.310 -5.238 0.0 0.1 0.0 0.4095
H 3.025 -2.642 -3.370 0.0 0.0 0.0 0.1672
H 2.637 -3.389 -4.931 0.0 0.0 0.0 0.4728
H 1.503 -3.519 -3.579 0.0 0.0 0.0 0.3013
H 3.295 0.227 -4.560 0.0 0.0 0.0 0.2680
H 2.066 0.829 -5.678 0.0 0.0 0.0 0.2861
H 3.150 -0.474 -6.181 0.0 0.0 0.0 0.3784
H -0.702 -2.289 -5.651 0.1 -0.1 0.0 0.3084
H 0.699 -2.578 -6.687 0.0 0.0 0.0 0.3303
H -0.078 -0.996 -6.716 0.0 0.0 0.0 0.4022
C 0.937 -1.603 2.482 0.0 0.0 0.0 -0.8460
C 0.750 -1.596 0.994 0.0 0.0 0.0 -0.0852
N 0.330 -0.662 0.269 0.0 0.0 0.0 1.2765
H 0.617 -2.556 2.900 0.0 0.0 0.0 0.3953
H 0.403 -0.775 2.938 0.0 0.0 0.0 -0.3325
H 2.000 -1.476 2.702 0.0 0.0 0.0 0.2802
C -3.031 0.275 -0.354 0.0 0.1 0.0 -0.1464
Si -3.353 0.908 1.379 0.0 0.1 -0.1 0.1717
C -4.659 -0.166 2.201 0.0 0.0 0.0 -1.2040
C -4.003 2.678 1.344 0.0 0.0 0.0 -1.0770
C -1.809 0.796 2.433 0.0 0.0 0.0 -0.0465
Te -0.096 1.939 1.813 -0.1 0.0 0.0 -0.2369
C -0.690 3.711 2.918 0.0 -0.1 0.0 -0.6293
Si 0.025 3.739 4.643 0.0 0.0 0.0 0.3084
C 1.893 3.777 4.560 0.0 0.0 0.0 -1.0281
C -0.577 5.277 5.553 0.0 0.0 0.0 -1.0493
C -0.548 2.232 5.602 0.0 0.0 0.0 -0.9706
H -3.202 1.030 -1.122 0.0 0.1 0.0 0.4717
H -3.670 -0.583 -0.577 0.0 0.0 0.0 0.4418
H -2.000 -0.070 -0.439 0.0 0.0 0.0 -0.6558
H -5.592 -0.149 1.631 0.0 0.0 0.0 0.3275
H -4.879 0.165 3.219 0.0 0.0 0.0 0.3025
H -4.316 -1.202 2.247 0.0 0.0 0.0 0.2946
H -5.009 2.697 0.915 0.0 0.0 0.0 0.3249
H -3.371 3.337 0.744 0.0 0.0 0.0 0.2555
H -4.067 3.098 2.351 0.0 0.0 0.0 0.3138
H -1.478 -0.243 2.412 0.0 0.0 0.0 -0.3372
H -2.005 1.058 3.475 0.0 0.0 0.0 0.4735
H -1.781 3.737 2.922 0.0 0.0 0.0 0.0725
H -0.354 4.567 2.328 0.0 0.0 0.0 0.5333
H 2.243 4.651 4.004 0.0 0.0 0.0 0.3105
H 2.278 2.888 4.058 0.0 0.0 0.0 0.3068
H 2.336 3.817 5.558 0.0 0.0 0.0 0.3150
H -0.268 6.187 5.033 0.0 0.0 0.0 0.3024
H -0.176 5.320 6.569 0.0 0.0 0.0 0.2789
H -1.667 5.287 5.623 0.0 0.0 0.0 0.2880
H -0.221 1.314 5.109 0.0 0.0 0.0 0.2534
H -1.638 2.205 5.685 0.0 0.0 0.0 0.2821
H -0.135 2.234 6.614 0.0 0.0 0.0 0.3929
```
Positions in Å, forces in eV/Å.